# 1
105
Properties=species:S:1:pos:R:3:nbo_charge:R:1 method="wB97M-V/def2-TZVPD" e_above_lowest_ev=1.256 energy_ev=-111299.04261 charge=+1 e_homo_ev=-8.87
Sn -1.4711 -0.3870 0.7446 1.45
O -0.7289 -0.9580 -1.2967 -0.94
C -0.9799 -0.5720 -2.5222 0.46
C 0.0063 -0.7934 -3.5089 -0.33
C -0.1364 -0.3423 -4.8039 -0.20
C -1.2960 0.3278 -5.1902 -0.30
C -2.3084 0.4835 -4.2668 -0.15
C -2.1921 0.0480 -2.9402 -0.23
C -3.3593 0.0979 -2.0925 0.10
N -3.3569 -0.2310 -0.8612 -0.36
N -4.4928 -0.2627 -0.1380 -0.45
C -4.3894 -0.9988 0.9476 0.57
O -3.3225 -1.6362 1.2876 -0.85
C -5.5412 -0.9846 1.8760 -0.07
C -6.7703 -0.4175 1.5465 -0.18
C -7.7650 -0.3290 2.5053 -0.22
C -7.5421 -0.7895 3.7956 -0.19
C -6.3273 -1.3733 4.1241 -0.22
C -5.3349 -1.4763 3.1649 -0.19
H 0.8958 -1.3277 -3.2050 0.20
H 0.6558 -0.5135 -5.5245 0.21
H -1.4145 0.6836 -6.2049 0.22
H -3.2325 0.9605 -4.5726 0.21
H -4.3130 0.3513 -2.5631 0.18
H -6.9394 -0.0541 0.5430 0.23
H -8.7240 0.1061 2.2574 0.22
H -8.3152 -0.6986 4.5467 0.21
H -6.1518 -1.7439 5.1250 0.21
H -4.3783 -1.9245 3.3913 0.23
C 0.2605 3.1168 -3.6435 -0.63
C 1.7544 2.9367 -3.9320 0.14
C 2.5539 4.1498 -3.4483 -0.62
C 1.9480 2.7551 -5.4372 -0.63
N 2.2561 1.7307 -3.2216 -0.32
C 3.0989 0.7882 -3.7554 -0.03
C 3.3122 -0.1543 -2.8072 -0.04
N 2.5879 0.1842 -1.6976 -0.48
B 2.2972 -0.5451 -0.3769 0.55
N 3.4073 -0.2571 0.6597 -0.50
C 4.3545 -1.1292 1.1398 -0.04
C 4.7544 -0.6808 2.3466 -0.05
N 4.0482 0.4751 2.6266 -0.34
C 3.2527 0.7138 1.5625 0.29
S 2.2957 2.1354 1.2915 0.21
C 3.9739 1.1343 3.9616 0.15
C 4.3005 2.6200 3.8126 -0.62
C 4.9859 0.4993 4.9118 -0.62
C 2.5583 0.9160 4.5027 -0.62
N 2.0208 -2.0405 -0.4729 -0.56
C 2.3827 -2.9548 -1.4369 -0.08
C 1.6881 -4.0849 -1.2258 -0.05
N 0.8903 -3.8993 -0.1132 -0.37
C 1.1112 -2.6387 0.3469 0.33
S 0.5721 -1.9337 1.8097 -0.35
C -0.1795 -4.9031 0.1927 0.15
C 0.4495 -6.2988 0.1584 -0.62
C -0.8422 -4.7002 1.5514 -0.62
C -1.2406 -4.7370 -0.9025 -0.62
C 1.9826 1.3504 -1.9559 0.25
S 1.1318 2.2716 -0.7766 0.32
H -0.1602 3.8241 -4.3548 0.24
H -0.2707 2.1674 -3.7413 0.26
H 0.0953 3.5149 -2.6412 0.21
H 2.1851 5.0486 -3.9399 0.23
H 2.4485 4.2763 -2.3715 0.22
H 3.6107 4.0318 -3.6890 0.22
H 1.4265 3.5620 -5.9467 0.24
H 2.9992 2.8107 -5.7201 0.21
H 1.5229 1.8091 -5.7743 0.23
H 3.4870 0.8487 -4.7535 0.25
H 3.9567 -1.0118 -2.8342 0.24
H 1.3132 -0.0488 0.0410 -0.01
H 4.6735 -1.9939 0.5873 0.24
H 5.4878 -1.0891 3.0132 0.25
H 5.3119 2.7477 3.4271 0.22
H 3.6068 3.1169 3.1361 0.22
H 4.2367 3.1077 4.7830 0.24
H 6.0041 0.5965 4.5337 0.22
H 4.9332 1.0233 5.8639 0.24
H 4.7639 -0.5510 5.0986 0.22
H 1.8095 1.3707 3.8541 0.22
H 2.3349 -0.1484 4.5778 0.23
H 2.4759 1.3633 5.4917 0.23
H 3.1144 -2.7459 -2.1934 0.21
H 1.7061 -5.0032 -1.7790 0.24
H 1.3008 -6.3600 0.8370 0.22
H -0.2967 -7.0230 0.4782 0.23
H 0.7748 -6.5862 -0.8402 0.20
H -0.1140 -4.6570 2.3579 0.23
H -1.4467 -3.7980 1.5668 0.24
H -1.5055 -5.5456 1.7324 0.22
H -0.8429 -4.9986 -1.8836 0.21
H -2.0962 -5.3750 -0.6857 0.23
H -1.5780 -3.6991 -0.9288 0.24
Cl -0.3660 5.6053 3.2689 0.02
C -1.4920 4.5704 2.4711 -0.08
C -2.7046 5.0503 2.0006 -0.18
C -3.5607 4.1593 1.3744 -0.23
C -3.1623 2.8386 1.2268 0.03
N -1.9945 2.3829 1.6772 -0.44
C -1.1838 3.2291 2.2977 0.00
H -2.9721 6.0901 2.1289 0.24
H -4.5257 4.4808 1.0088 0.24
H -3.8010 2.1101 0.7357 0.22
H -0.2477 2.8335 2.6714 0.20

***

# 2
16
Properties=species:S:1:pos:R:3:nbo_charge:R:1 method="wB97M-V/def2-TZVPD" e_above_lowest_ev=0.253 energy_ev=-89178.46098 smiles="O=[PH2][C@@]1(Br)CCC(=O)N1" e_homo_ev=-10.23
O 2.6669 -0.2191 1.0710 -1.07
P 2.0175 0.5780 0.0032 1.52
C 0.4376 -0.1494 -0.6424 -0.22
Br 0.8694 -1.0630 -2.3179 0.02
C -0.1660 -1.1310 0.3866 -0.45
C -1.2727 -0.3128 1.0603 -0.52
C -1.7081 0.6231 -0.0491 0.69
O -2.7932 1.1078 -0.2373 -0.55
N -0.5782 0.8802 -0.8467 -0.68
H 1.6006 1.8648 0.3876 -0.09
H 2.7971 0.8039 -1.1430 -0.08
H -0.6359 -1.9403 -0.1808 0.23
H 0.5914 -1.5499 1.0509 0.26
H -0.8970 0.3146 1.8796 0.24
H -2.1325 -0.8987 1.3910 0.25
H -0.7969 1.0918 -1.8130 0.42

***

Number 1: LUMO -4.772 eV. Number 2: LUMO 0.340 eV.